Computed, not measured: C56H37MnN9P2 as an isolated structure in a non-equilibrium geometry, with the ωB97M-V functional and the def2-TZVPD basis.

Summary:
Charge: +2
Total energy (Eh): -4482.21798
Relative energy (zero: lowest compared OMol25 entry of this formula, charge and spin) (eV): 0.000
M (g mol⁻¹): 952.86
LUMO level (alpha / beta) (Ha): -0.2583 / -0.2513
2S+1: 4

Cartesian coordinates (Å):
1 Mn -0.1378 -0.2699 -0.9614
2 C -4.4010 -1.5304 4.5280
3 C -5.0058 -0.5824 3.7099
4 C -4.3242 -0.0696 2.6267
5 C -3.0154 -0.4885 2.3523
6 C -2.3215 0.0007 1.1659
7 N -0.9758 -0.3155 0.9640
8 C -0.3309 -0.9488 1.9189
9 N 1.9823 -2.1213 1.7911
10 C 1.6269 -1.5187 0.6580
11 C 2.3704 -4.2960 0.8430
12 C 2.6021 -5.7148 1.2654
13 C 2.4594 -6.7573 0.4445
14 C 2.0404 -6.5495 -0.9145
15 C 1.7501 -5.3106 -1.3803
16 C 1.8044 -4.1349 -0.5721
17 C 1.4473 -2.9345 -1.1983
18 N 1.3196 -2.9061 -2.5464
19 C 0.8684 -1.9172 -3.2304
20 N 0.2011 -0.7589 -2.7788
21 C -0.2245 -0.0856 -3.8884
22 N -1.0496 0.9461 -3.9043
23 C -1.7409 1.2854 -2.8445
24 N -1.6444 0.7121 -1.6003
25 C -2.6503 1.2366 -0.8146
26 N -2.9755 0.8286 0.3825
27 C -3.3959 2.2203 -1.5782
28 C -4.4966 3.0007 -1.2714
29 C -4.9949 3.8318 -2.2654
30 C -4.4186 3.8652 -3.5357
31 C -3.3234 3.0725 -3.8502
32 C -2.8152 2.2619 -2.8510
33 C 0.2721 -0.7178 -5.0949
34 C 0.1680 -0.3697 -6.4321
35 C 0.7386 -1.2311 -7.3578
36 C 1.3713 -2.4064 -6.9524
37 C 1.4752 -2.7533 -5.6106
38 C 0.9236 -1.8843 -4.6885
39 N 1.2217 -1.7120 -0.5263
40 C -2.4006 -1.4134 3.2019
41 C -3.1024 -1.9429 4.2733
42 H -4.9410 -1.9470 5.3677
43 H -6.0168 -0.2588 3.9170
44 H -4.7800 0.6558 1.9693
45 H 2.9601 -5.8544 2.2768
46 H 2.6723 -7.7596 0.7902
47 H 1.9510 -7.4051 -1.5698
48 H 1.4227 -5.1883 -2.4007
49 H -4.9544 2.9561 -0.2918
50 H -5.8535 4.4561 -2.0573
51 H -4.8463 4.5100 -4.2918
52 H -2.8847 3.0806 -4.8392
53 H -0.3377 0.5398 -6.7276
54 H 0.6902 -0.9924 -8.4113
55 H 1.7890 -3.0623 -7.7047
56 H 1.9694 -3.6612 -5.2934
57 H -2.6334 -2.6822 4.9105
58 N 1.1726 1.7281 1.4476
59 P 2.1265 0.6119 2.4064
60 C 1.3788 0.9369 4.0292
61 C 2.1893 0.7374 5.1446
62 C 1.6757 0.9280 6.4199
63 C 0.3567 1.3273 6.5788
64 C -0.4545 1.5325 5.4681
65 C 0.0529 1.3401 4.1946
66 C 1.1399 -0.8785 1.8571
67 C -0.9912 -1.8572 2.9081
68 C -0.1732 -2.1505 4.1436
69 C 0.7475 -3.1070 4.2096
70 C 1.1902 -3.9656 3.0970
71 C 1.7468 -3.4961 1.9832
72 P 0.9773 1.6459 -0.2378
73 C 2.5779 1.9705 -1.0294
74 C 2.7168 1.6067 -2.3703
75 C 3.8812 1.9063 -3.0566
76 C 4.9205 2.5505 -2.3987
77 C 4.7935 2.8934 -1.0601
78 C 3.6253 2.6063 -0.3710
79 C 0.0356 3.1866 -0.4775
80 C -0.8243 3.6659 0.5108
81 C -1.5201 4.8483 0.3109
82 C -1.3807 5.5505 -0.8767
83 C -0.5323 5.0744 -1.8662
84 C 0.1720 3.8973 -1.6718
85 H 1.3571 2.6857 1.7382
86 H 3.2192 0.4263 5.0112
87 H 2.3077 0.7791 7.2848
88 H -0.0373 1.4940 7.5727
89 H -1.4823 1.8478 5.5976
90 H -0.5778 1.5144 3.3286
91 H -1.0592 -2.8120 2.3535
92 H -0.4155 -1.5737 5.0279
93 H 1.2232 -3.3144 5.1637
94 H 1.0960 -5.0357 3.2381
95 H 3.3874 -3.8702 0.7576
96 H 1.9057 1.0867 -2.8636
97 H 3.9785 1.6306 -4.0985
98 H 5.8378 2.7716 -2.9275
99 H 5.6098 3.3867 -0.5497
100 H 3.5365 2.8785 0.6738
101 H -0.9393 3.1343 1.4479
102 H -2.1710 5.2276 1.0880
103 H -1.9304 6.4693 -1.0331
104 H -0.4030 5.6268 -2.7877
105 H 0.8517 3.5486 -2.4374

Forces on atoms 1 to 6 (eV/Å):
-0.06 -0.46 -0.04
0.05 -0.01 0.01
-0.06 0.00 0.02
0.10 0.03 -0.09
-0.03 -0.15 0.15
-0.04 -0.06 0.09

Computed, not measured: a 8-piece molecular cluster, C36H58N2O22 overall in a non-equilibrium geometry, with the ωB97M-V functional and the def2-TZVPD basis.

Summary:
Total energy (Eh): -3171.15022
Relative energy (zero: lowest compared OMol25 entry of this formula, charge and spin) (eV): 0.000
SMILES: O=[N+]([O-])c1ccccc1.O=[N+]([O-])c1ccccc1.CCOC(=O)OC.CCOC(=O)OC.CCOC(=O)OC.CCOC(=O)OC.CCOC(=O)OC.CCOC(=O)OC
M (g mol⁻¹): 870.85
LUMO level (Ha): -0.0230

Cartesian coordinates (Å):
1 C -8.7245 -14.9390 -15.9706
2 C -9.5184 -15.0000 -17.1084
3 C -10.9057 -14.8693 -16.9512
4 C -11.4492 -14.7185 -15.7115
5 C -10.6618 -14.5588 -14.5676
6 C -9.3134 -14.7386 -14.7306
7 N -12.9169 -14.6249 -15.6032
8 O -13.3989 -14.4420 -14.5127
9 O -13.5421 -14.6812 -16.6657
10 H -7.6265 -15.1039 -16.0658
11 H -9.0002 -15.1568 -18.0710
12 H -11.5550 -14.9013 -17.7805
13 H -11.0557 -14.3991 -13.5917
14 H -8.6394 -14.6987 -13.8643
15 C -15.7591 -18.3875 -15.2253
16 C -15.5299 -17.4842 -14.1702
17 C -15.8911 -16.1708 -14.2655
18 C -16.3228 -15.6216 -15.4552
19 C -16.4078 -16.4843 -16.5623
20 C -16.2062 -17.8600 -16.3988
21 N -16.6138 -14.1422 -15.5401
22 O -16.3932 -13.5031 -14.5455
23 O -16.9752 -13.6748 -16.5883
24 H -15.5460 -19.4341 -15.0514
25 H -15.1886 -17.8260 -13.2023
26 H -15.8448 -15.5256 -13.3702
27 H -16.7458 -16.0701 -17.5364
28 H -16.4014 -18.4915 -17.3026
29 C -8.4817 -19.2188 -17.3578
30 C -9.9653 -18.7643 -17.3119
31 O -10.3139 -18.1535 -18.5340
32 C -11.5503 -17.8070 -18.6805
33 O -12.4265 -17.8502 -17.8431
34 O -11.6832 -17.3948 -19.9394
35 C -12.9154 -16.7790 -20.3067
36 H -8.3139 -19.9862 -18.1353
37 H -8.0105 -19.5521 -16.4364
38 H -7.7669 -18.4440 -17.6876
39 H -10.1526 -18.0808 -16.4180
40 H -10.6094 -19.6372 -17.1686
41 H -13.7835 -17.4583 -20.3750
42 H -12.6957 -16.3527 -21.3037
43 H -13.1255 -15.9141 -19.5639
44 C -15.0789 -22.7044 -23.6644
45 C -16.0519 -22.7332 -22.5020
46 O -15.3747 -22.5381 -21.2677
47 C -15.0359 -21.3299 -20.9285
48 O -15.1274 -20.3510 -21.6334
49 O -14.2721 -21.3910 -19.8212
50 C -13.6992 -20.1005 -19.3797
51 H -15.6108 -22.9226 -24.5756
52 H -14.2889 -23.4846 -23.5142
53 H -14.5516 -21.7814 -23.7731
54 H -16.4230 -23.7515 -22.3781
55 H -16.7617 -21.9069 -22.5988
56 H -14.4755 -19.6195 -18.7849
57 H -13.3924 -19.5827 -20.2685
58 H -12.8823 -20.2838 -18.7364
59 C -20.4548 -6.7707 -16.0542
60 C -21.3737 -7.8774 -16.5144
61 O -20.6078 -9.1160 -16.7591
62 C -20.2000 -9.7284 -15.6504
63 O -20.4591 -9.3993 -14.5518
64 O -19.5528 -10.8721 -15.9110
65 C -19.2048 -11.6747 -14.7672
66 H -20.3453 -6.9169 -15.0238
67 H -20.8884 -5.7487 -16.1621
68 H -19.5832 -6.8395 -16.6829
69 H -21.7631 -7.6088 -17.4937
70 H -22.1693 -8.1815 -15.8109
71 H -19.9942 -12.2456 -14.3696
72 H -18.5406 -11.1449 -14.0461
73 H -18.4269 -12.4098 -15.1107
74 C -19.8711 -17.8287 -19.6774
75 C -19.6029 -16.5560 -20.4378
76 O -18.3212 -16.0477 -20.0118
77 C -17.8685 -14.9350 -20.5346
78 O -18.4008 -14.3014 -21.4558
79 O -16.7358 -14.5829 -19.8605
80 C -15.9524 -13.5064 -20.4567
81 H -19.8249 -17.6114 -18.6352
82 H -19.1475 -18.6392 -19.8057
83 H -20.8368 -18.2902 -19.9012
84 H -20.3944 -15.8375 -20.1736
85 H -19.5974 -16.6614 -21.5067
86 H -15.9985 -13.5240 -21.5637
87 H -14.9288 -13.6720 -20.1832
88 H -16.2379 -12.5026 -20.1228
89 C -17.4803 -21.6872 -13.0592
90 C -16.2882 -22.6293 -13.0407
91 O -16.3280 -23.2897 -14.3604
92 C -15.4916 -22.7954 -15.2551
93 O -14.7722 -21.8088 -15.1904
94 O -15.5231 -23.5854 -16.2841
95 C -14.7969 -23.0561 -17.3941
96 H -17.6477 -21.3660 -12.0319
97 H -18.3908 -22.2208 -13.3243
98 H -17.3200 -20.8352 -13.6970
99 H -16.4244 -23.4909 -12.3717
100 H -15.2653 -22.2723 -12.8622
101 H -14.6526 -23.8448 -18.1483
102 H -13.8810 -22.6595 -16.9896
103 H -15.3056 -22.2514 -17.9127
104 C -12.2112 -20.4468 -13.7704
105 C -10.8006 -20.9883 -13.6139
106 O -9.8710 -19.9111 -13.6341
107 C -8.5698 -20.2349 -13.6903
108 O -8.1463 -21.3601 -13.7067
109 O -7.7735 -19.2072 -13.8107
110 C -8.3017 -17.8957 -13.7497
111 H -12.5836 -19.6670 -13.1566
112 H -12.9259 -21.2946 -13.4625
113 H -12.4834 -20.2365 -14.7976
114 H -10.5536 -21.7190 -14.3780
115 H -10.7670 -21.3372 -12.5963
116 H -8.9428 -17.7441 -14.6176
117 H -7.4128 -17.2708 -13.9478
118 H -8.7554 -17.7466 -12.7801

Forces on atoms 1 to 6 (eV/Å):
0.60 -0.49 -0.56
0.33 0.06 0.12
1.28 -0.37 -0.55
0.02 0.52 1.10
-0.23 -0.74 -0.78
1.41 0.28 0.75

Computed, not measured: C24H29O3RuSSi as an isolated structure, with the ωB97M-V functional and the def2-TZVPD basis.

Summary:
Total energy (Eh): -1940.09694
Relative energy (zero: lowest compared OMol25 entry of this formula, charge and spin) (eV): 0.094
M (g mol⁻¹): 526.72
LUMO level (alpha / beta) (Ha): 0.0157 / -0.0191
2S+1: 6

Cartesian coordinates (Å):
1 Ru 1.0350 -1.0774 -0.9232
2 C -0.1481 -4.1717 -1.1492
3 O -0.0716 -3.1394 -0.1634
4 C 0.3331 -3.6361 1.1063
5 C 0.3388 -2.4934 2.0821
6 O 1.2707 -1.4989 1.6717
7 C 2.5938 -1.6640 2.1447
8 C 3.4552 -0.7691 1.2935
9 O 3.3336 -1.1034 -0.0875
10 C 4.1283 -2.2232 -0.4797
11 H -0.8115 -4.9656 -0.7978
12 H 0.8467 -4.5717 -1.3547
13 H -0.5418 -3.7251 -2.0555
14 H 1.3277 -4.0922 1.0154
15 H -0.3625 -4.4117 1.4444
16 H 0.5629 -2.8483 3.0923
17 H -0.6353 -2.0074 2.1003
18 H 2.9075 -2.7111 2.0741
19 H 2.6622 -1.3583 3.1950
20 H 4.5024 -0.8303 1.6029
21 H 3.1201 0.2632 1.3937
22 H 5.1850 -1.9901 -0.3300
23 H 3.9187 -2.4056 -1.5288
24 H 3.8679 -3.1131 0.0998
25 S 1.5996 -1.7830 -2.9257
26 C 1.7747 4.8836 -0.8871
27 C 2.4587 3.6853 -1.0256
28 C 1.7664 2.4801 -0.9445
29 C 0.3892 2.4368 -0.7225
30 C -0.2761 3.6635 -0.5947
31 C 0.4008 4.8714 -0.6738
32 Si -0.5580 0.8152 -0.5873
33 C -1.3410 0.8088 1.1279
34 C -2.4239 -0.0372 1.4061
35 C -2.9672 -0.1286 2.6817
36 C -2.4282 0.6230 3.7196
37 C -1.3549 1.4662 3.4695
38 C -0.8210 1.5573 2.1873
39 C -1.9872 0.8961 -1.8023
40 C -1.8145 0.4736 -3.1252
41 C -2.8415 0.5818 -4.0553
42 C -4.0697 1.1093 -3.6808
43 C -4.2662 1.5328 -2.3734
44 C -3.2345 1.4254 -1.4488
45 H 2.3059 5.8251 -0.9530
46 H 3.5268 3.6854 -1.2051
47 H 2.3290 1.5600 -1.0783
48 H -1.3504 3.6742 -0.4330
49 H -0.1417 5.8035 -0.5732
50 H -2.8603 -0.6287 0.6061
51 H -3.8132 -0.7803 2.8651
52 H -2.8503 0.5592 4.7150
53 H -0.9358 2.0624 4.2713
54 H 0.0140 2.2263 2.0098
55 H -0.8644 0.0489 -3.4337
56 H -2.6816 0.2489 -5.0736
57 H -4.8724 1.1883 -4.4037
58 H -5.2210 1.9473 -2.0731
59 H -3.4089 1.7621 -0.4324

Forces on atoms 1 to 6 (eV/Å):
0.22 -0.44 -0.20
-0.02 0.01 0.07
0.02 -0.03 0.05
-0.03 -0.13 -0.16
0.08 0.18 0.05
-0.07 -0.03 0.07